# 1
54
Properties=species:S:1:pos:R:3:forces:R:3 method="wB97M-V/def2-TZVPD" homo_energy_ev=-9.445 orbital_gap_ev=9.46 e_tot_ha=-1041.244923 de_lowest_kj_mol=1118.12 smiles=CO.CO.CO.CO.CO.CO.CO.CO.CO
C 24.48800 5.55900 25.98300 -3.80 1.16 1.37
O 24.00400 4.41000 26.60000 -0.76 -1.21 0.48
H 24.14900 5.71800 24.99600 -1.33 0.24 -1.09
H 25.44100 5.42700 25.81800 5.64 0.04 -0.21
H 24.22900 6.43000 26.62400 0.43 -0.46 -0.56
H 24.59300 3.67000 26.41500 -0.18 0.18 0.09
C 28.08500 7.68500 27.12600 -1.60 -0.46 0.37
O 28.81000 8.01400 25.97600 -0.78 0.53 -0.95
H 28.85700 7.39400 27.78000 0.19 -1.56 1.50
H 27.26200 6.99800 26.83600 0.96 -0.21 0.47
H 27.55100 8.46100 27.71100 0.30 0.59 -0.93
H 29.27500 8.78900 26.25200 0.89 1.33 -0.42
C 25.98700 8.23500 23.81400 -0.66 -5.07 -2.06
O 24.59500 8.00400 24.07500 1.21 -1.07 0.58
H 26.50400 7.44500 24.43600 -0.25 0.73 -1.06
H 26.27300 9.11100 24.21900 1.19 3.32 0.77
H 26.20300 8.05900 22.65300 -0.09 0.67 2.57
H 24.15700 8.72500 23.69400 -1.34 1.49 -0.82
C 24.51300 9.13200 28.59000 -2.32 1.01 1.05
O 25.34800 10.25100 28.88200 0.80 0.71 -1.45
H 23.51600 9.64900 28.62100 0.10 -1.23 -0.30
H 24.43600 8.35300 29.43600 0.90 1.03 -1.69
H 24.69800 8.86500 27.54400 -0.04 -1.11 0.50
H 25.22100 10.76800 28.03200 0.62 -0.45 1.86
C 29.75300 5.81900 23.25100 -1.68 5.65 2.29
O 30.49200 6.65600 24.19700 -0.43 0.96 1.42
H 30.30900 5.88200 22.36000 -0.39 0.94 -1.77
H 28.62800 5.88900 23.40400 1.09 0.98 -1.30
H 29.83200 4.88500 23.46000 1.20 -6.32 2.14
H 30.05500 7.21000 24.98500 0.10 -2.41 -2.85
C 28.44600 4.07500 27.70000 3.57 -1.87 0.46
O 27.78600 2.80000 27.49000 0.17 0.86 -3.24
H 28.95700 4.55100 26.88700 -0.24 -0.22 -1.32
H 29.34700 4.12900 28.43900 -1.40 -1.46 -0.82
H 27.87000 4.77300 28.13000 -2.97 2.32 1.28
H 27.57000 2.71800 26.45700 0.89 0.37 3.59
C 30.65500 10.29300 29.30500 2.27 2.18 3.14
O 29.96800 9.10200 29.65800 -0.64 0.47 -0.48
H 30.29400 11.24800 29.91500 0.16 -1.91 -1.40
H 30.75400 10.59600 28.23100 -0.31 -0.83 0.80
H 31.72800 10.18900 29.83600 -1.98 0.15 -1.78
H 29.11500 9.32400 30.06700 0.46 -0.05 -0.34
C 29.20200 11.06700 24.42300 -1.06 -3.73 2.80
O 29.56600 10.75200 25.78100 6.52 -3.84 -4.94
H 28.83100 10.15100 24.02700 -0.78 -0.47 -0.80
H 30.07500 11.24000 24.03100 4.56 1.33 -2.91
H 28.57300 11.85800 24.36900 -2.05 2.37 -0.22
H 28.96700 11.11800 26.23200 -7.13 4.32 6.23
C 32.70100 8.65200 26.34300 1.09 -3.01 3.59
O 33.80800 8.14400 25.63100 2.58 1.09 -1.05
H 31.81900 8.58300 25.76800 -0.70 0.46 -1.04
H 32.78900 9.63600 26.95900 0.13 -1.72 -1.21
H 32.70500 7.63600 26.94800 -1.78 2.63 0.72
H 34.52100 7.88300 26.27400 -1.29 0.56 -1.04


# 2
73
Properties=species:S:1:pos:R:3:forces:R:3 method="wB97M-V/def2-TZVPD" homo_energy_ev=-6.366 orbital_gap_ev=6.52 e_tot_ha=-2282.336930 de_lowest_kj_mol=6.72
K -0.28809 1.00405 -0.01044 0.06 -0.38 0.00
C 0.27847 0.60793 3.54406 0.45 0.27 -0.07
C -0.68846 -0.52898 3.40801 -0.13 -0.26 0.08
O -1.54704 -0.25184 2.33441 -0.30 -0.09 -0.24
C -2.55153 -1.22734 2.15690 0.01 0.16 -0.11
C -3.47615 -0.75493 1.04962 0.13 -0.01 -0.06
O -2.83258 -0.56539 -0.20163 -0.05 0.04 0.25
C -2.79555 -1.67276 -1.07626 -0.05 -0.05 0.01
C -1.50362 -2.45810 -1.00285 -0.05 -0.03 0.01
O -0.46190 -1.58008 -1.34529 0.08 0.06 -0.03
C 0.81377 -2.17573 -1.45715 0.03 -0.01 0.04
C 1.47575 -2.40983 -0.11447 0.01 -0.02 -0.03
O 1.66798 -1.16018 0.50148 -0.02 0.09 0.06
C 2.30030 -1.23118 1.76269 -0.03 0.09 -0.02
C 2.34305 0.17197 2.34626 -0.04 -0.07 0.00
O 1.07958 0.80281 2.38627 -0.09 0.02 0.18
H 0.90967 0.43398 4.42446 0.02 0.05 -0.02
H -0.27783 1.53705 3.68973 0.00 0.00 -0.04
H -1.25880 -0.61626 4.34364 -0.01 -0.03 0.01
H -0.17270 -1.48234 3.23539 0.02 -0.03 0.05
H -3.14383 -1.34372 3.07609 0.02 0.01 -0.01
H -2.10383 -2.20311 1.92465 0.01 0.00 0.00
H -3.87344 0.22008 1.33568 0.01 0.01 -0.02
H -4.31244 -1.45744 0.95170 0.01 0.00 -0.02
H -2.88945 -1.26865 -2.08576 0.00 0.00 -0.01
H -3.64184 -2.34482 -0.89027 -0.01 0.00 0.00
H -1.55880 -3.28960 -1.72043 0.01 -0.01 0.00
H -1.35761 -2.88763 -0.00485 0.00 0.01 0.02
H 1.41235 -1.47531 -2.04049 0.00 0.00 0.01
H 0.75089 -3.12773 -2.00040 -0.01 0.01 -0.01
H 2.43658 -2.92029 -0.27371 0.00 0.01 0.00
H 0.86091 -3.05864 0.52624 0.01 0.00 0.00
H 3.32965 -1.60152 1.65796 0.00 0.00 0.00
H 1.75964 -1.92731 2.41716 -0.01 0.00 -0.01
H 2.96956 0.79715 1.71159 0.00 0.01 -0.02
H 2.79622 0.13844 3.34478 -0.01 -0.02 0.00
C 2.58422 1.48415 -4.81457 0.01 0.01 0.00
O 1.54900 2.39057 -4.43268 0.01 -0.01 0.01
C 0.73916 1.94290 -3.44668 -0.02 -0.03 -0.02
O 0.87397 0.86942 -2.90006 0.01 0.01 0.00
N -0.22913 2.86251 -3.20323 0.06 -0.01 0.03
N -1.00858 2.69211 -2.05692 -0.27 -0.01 -0.37
H 3.11322 1.97092 -5.62840 0.00 0.00 0.00
H 2.16231 0.53772 -5.14899 0.00 0.00 0.00
H 3.26357 1.30095 -3.98308 0.00 0.00 0.00
H -0.03821 3.79608 -3.53734 0.00 -0.01 -0.02
H -1.96223 2.96528 -2.24885 0.00 -0.01 -0.01
H -0.63777 3.23748 -1.28934 0.02 0.18 0.21
C 2.61954 3.73559 -0.71036 -0.03 0.03 0.03
N 1.26516 3.45926 -0.25009 -0.02 0.18 0.29
C 0.86404 4.14011 0.77281 0.04 -0.17 -0.25
C -0.42819 4.05532 1.38006 0.08 0.00 -0.01
C -0.81945 4.73711 2.54493 -0.06 -0.05 -0.01
C -2.14223 4.36250 2.77942 -0.02 -0.04 -0.04
C -2.47533 3.48404 1.73218 0.04 0.02 0.05
N -1.45593 3.28747 0.88574 0.08 0.09 0.09
C 3.60506 2.66091 -0.30794 -0.03 -0.06 -0.07
C 4.57468 2.90159 0.65814 0.01 0.00 0.01
C 5.49137 1.91664 1.00771 0.00 0.03 0.01
C 5.44825 0.67533 0.39068 -0.01 -0.02 -0.02
C 4.47271 0.42059 -0.56651 0.01 -0.01 0.03
C 3.55631 1.40283 -0.90786 -0.01 0.06 0.03
H 2.97683 4.70559 -0.33903 0.03 -0.01 0.02
H 2.61106 3.79647 -1.80415 -0.02 0.02 0.00
H 1.54169 4.86959 1.23898 0.01 -0.01 0.01
H -0.20735 5.41291 3.12506 -0.01 0.00 0.00
H -2.78848 4.68647 3.58111 0.00 0.00 0.00
H -3.42808 2.99562 1.56670 -0.01 0.01 0.01
H 4.61554 3.87293 1.13784 0.01 0.00 0.00
H 6.24522 2.12269 1.75735 -0.01 0.01 0.00
H 6.17134 -0.08681 0.65355 -0.01 -0.01 -0.01
H 4.42048 -0.55027 -1.04530 0.01 0.00 0.00
H 2.78246 1.19349 -1.63671 0.00 -0.02 -0.01


# 3
36
Properties=species:S:1:pos:R:3:forces:R:3 method="wB97M-V/def2-TZVPD" spin_multiplicity=2 homo_energy_ev="-14.112 / -14.240" charge=+2 orbital_gap_ev="5.63 / 5.82" e_tot_ha=-3443.377552 s2=0.8052 de_lowest_kj_mol=68.85
Ir -0.82080 -1.65257 -0.20261 -1.09 0.58 -1.06
I -1.65418 -3.45751 1.66065 -0.14 -0.42 0.25
C -2.49179 -4.91386 0.28916 0.22 0.22 0.05
I -2.38678 -4.20473 -1.72668 0.30 0.37 0.63
H -3.52914 -5.07454 0.56577 0.04 0.17 -0.01
H -1.91802 -5.83164 0.37983 0.06 0.15 -0.02
Cl 2.57754 -1.78341 -0.81395 -0.27 -0.08 -0.56
C 0.78809 -0.69467 -2.94233 -0.12 1.23 -0.72
C 1.75404 -0.21175 -3.88869 -0.03 -0.24 0.18
C 1.26281 0.92354 -4.46830 -0.01 -0.20 0.11
C -0.99279 2.03654 -4.08575 -2.97 0.10 1.37
C -2.02978 1.62623 -3.22738 1.38 1.04 -1.61
Cl -3.51226 2.39412 -3.03804 -0.46 0.17 0.10
C -1.60712 0.45222 -2.52681 -1.65 -0.36 0.95
S -2.58191 -0.38743 -1.41266 2.49 0.17 -0.10
H 2.69523 -0.68136 -4.10033 0.18 0.01 -0.04
H 1.69921 1.56200 -5.21316 0.04 0.10 -0.12
H -0.97016 2.87606 -4.75239 0.05 0.21 -0.14
S 0.92227 -2.14383 -2.00291 -0.33 0.47 1.20
C -0.30236 0.18296 -3.00566 1.69 -0.27 -0.50
N 0.01680 1.15991 -3.94456 1.27 -1.97 0.82
C -0.92229 2.09901 3.34432 -0.57 0.36 0.06
N 0.31630 1.40105 3.16296 0.36 -0.34 -0.34
C 1.35071 1.45585 4.18541 0.38 0.20 0.38
C 2.46952 0.56308 3.61646 0.33 -0.07 0.36
N 1.92370 0.17296 2.32203 -0.09 -0.01 0.11
C 0.71562 0.69257 2.12396 0.17 -0.59 0.22
S -0.19662 0.57854 0.67556 -0.89 -1.02 -1.32
H -0.74065 3.17402 3.38876 -0.02 -0.01 -0.03
H -1.38015 1.79116 4.28456 0.01 -0.03 0.00
H -1.60088 1.88200 2.52284 0.06 0.01 0.05
H 0.95872 1.08878 5.13588 0.00 0.01 -0.08
H 1.66961 2.49166 4.32670 0.00 -0.08 0.02
H 2.65603 -0.31788 4.23431 -0.03 0.11 -0.03
H 3.41290 1.10027 3.49114 -0.15 -0.05 0.02
H 2.44859 -0.34933 1.64189 -0.24 0.08 -0.18


# 4
26
Properties=species:S:1:pos:R:3:forces:R:3 method="wB97M-V/def2-TZVPD" homo_energy_ev=-8.980 orbital_gap_ev=9.96 e_tot_ha=-390.600967 de_lowest_kj_mol=91.65 smiles=Cc1ccccc1.CCC
C 0.40994 2.36183 -1.11254 -0.24 -1.63 -0.40
C -0.06105 2.04492 0.26918 -0.35 -0.37 -0.17
C -1.32315 1.41549 0.41000 1.64 1.18 0.85
C -1.66200 1.05121 1.69426 -1.51 -0.79 -0.08
C -0.81534 1.14749 2.79954 0.02 -1.11 -0.11
C 0.39869 1.75519 2.64021 0.90 0.32 -0.51
C 0.74987 2.22769 1.37074 0.31 0.39 0.22
H -0.37822 2.87561 -1.65674 0.31 0.34 -0.23
H 0.54397 1.36579 -1.60444 -0.17 0.68 0.03
H 1.38970 2.80388 -1.16362 0.12 0.67 0.04
H -1.91953 1.29109 -0.48043 -0.38 -0.18 0.18
H -2.64783 0.61062 1.85947 0.26 -0.10 -0.05
H -1.01000 0.47857 3.64390 -0.25 0.87 0.12
H 1.16549 1.82658 3.40916 -0.40 -0.10 0.13
H 1.71263 2.73257 1.24846 -0.27 -0.21 -0.04
C -0.03040 -2.88728 -0.03514 1.89 1.24 -0.68
C 0.12415 -1.81707 -1.15027 -2.92 -0.66 0.21
C 0.83314 -2.31291 -2.39817 0.73 0.78 -0.59
H 0.92463 -2.89064 0.49592 0.00 -0.75 0.09
H -0.74957 -2.53658 0.67174 -0.76 -0.17 0.43
H -0.26211 -3.83626 -0.51477 -0.10 -0.09 0.42
H 0.43055 -0.83738 -0.77874 0.53 -0.30 0.08
H -0.96159 -1.65673 -1.34121 0.57 0.33 -0.64
H 1.40171 -3.22965 -2.21269 0.18 0.29 0.00
H 1.47884 -1.49941 -2.75088 0.51 -0.41 0.18
H 0.25746 -2.48460 -3.31293 -0.64 -0.22 0.52